ORCA calculation (the ωB97M-V functional and the def2-TZVPD basis) on a 6-piece molecular cluster, C31H61INO17PS7Si overall.

```
120
Properties=species:S:1:pos:R:3:forces:R:3
C -3.12608 0.22260 -0.87524 1.0257 0.1376 -0.0189
C -2.49290 0.33958 -1.90581 0.0599 0.1018 0.0813
Si -1.36367 0.42987 -3.40766 -0.2739 -1.4578 -0.0003
C -2.45136 -0.01395 -4.90131 -0.0988 0.7053 -0.4035
C -1.86162 0.34264 -6.30531 -1.0774 -0.8020 -0.1204
C -0.91249 -0.72851 -6.89600 0.7720 0.7160 0.5753
S -1.77063 -2.29024 -7.32311 0.4137 -0.5355 -0.8645
C -0.83165 -3.63916 -6.57045 0.3341 0.7562 1.0159
S -0.29525 -3.43104 -5.04577 -0.0764 -0.1096 -0.3137
N -0.62890 -4.82968 -7.33722 -0.5040 0.5375 0.2771
C -1.27123 -6.01812 -6.76410 -0.2413 -0.2220 0.3359
C -0.31608 -6.95619 -5.94910 -0.8455 -0.1791 0.3239
O 0.87335 -6.32803 -5.52184 -0.0295 0.3256 -0.7450
C 1.61795 -5.78322 -6.61577 0.4765 -0.7174 0.1050
C 0.76879 -5.03180 -7.68841 0.7616 0.2191 -0.2977
C 0.08965 -0.72415 -3.04230 0.3605 -0.8361 1.0197
C 1.31643 -0.75785 -3.73569 0.4908 0.1668 -0.5098
C 2.38051 -1.62894 -3.40787 -1.3358 0.2263 0.5660
C 2.19806 -2.48145 -2.30940 0.8257 -0.6439 0.1881
C 1.00326 -2.50714 -1.57832 -0.2806 0.6965 -0.6944
C -0.03954 -1.64069 -1.95776 0.2707 -0.1092 0.0742
P -0.68656 2.57930 -3.45758 -0.6017 1.6086 1.1368
O 0.06043 2.75296 -1.93407 -0.3672 -1.2603 -1.5845
I 1.01138 2.91696 -5.19587 0.2077 -0.3600 0.1355
H -3.40806 0.13494 0.16485 -0.3439 0.0330 -0.6459
H -3.37746 0.59411 -4.78475 0.5055 -0.2855 0.1021
H -2.80078 -1.06732 -4.86702 0.4447 0.4510 0.0845
H -1.43031 1.35977 -6.30506 0.1484 -0.6016 -0.0694
H -2.72335 0.39115 -7.00887 0.4321 0.1258 0.3529
H -0.08356 -0.97151 -6.20619 -0.4605 -0.0077 -0.1775
H -0.44247 -0.29685 -7.80261 -0.3799 -0.5308 0.2439
H -2.05544 -5.66438 -6.06938 0.2916 -0.1716 -0.5035
H -1.76394 -6.58926 -7.57664 0.2615 0.2287 0.3781
H -0.14891 -7.91190 -6.49231 0.3079 0.5228 0.0626
H -0.86499 -7.22404 -5.02442 0.4410 0.0337 -0.4232
H 2.16993 -6.62871 -7.09231 -0.3398 0.4565 0.0233
H 2.39904 -5.12547 -6.19128 -0.6004 -0.2103 0.0083
H 1.24747 -4.04291 -7.83157 -0.4009 -0.4810 -0.1323
H 0.82679 -5.56712 -8.65503 -0.1163 0.1796 0.4251
H 1.48044 -0.09233 -4.59660 -0.1832 -0.2078 0.4441
H 3.30644 -1.62785 -3.99230 -0.4062 0.0206 0.3003
H 3.02813 -3.15962 -2.01025 -0.6922 0.5206 -0.1903
H 0.84761 -3.17253 -0.72111 0.2633 0.2276 -0.4510
H -0.96261 -1.71033 -1.36565 0.3468 0.2766 -0.4209
H 0.34376 1.85025 -1.70087 0.3213 0.4299 0.4107
C 7.12572 -7.99835 -0.30811 -0.2800 -0.1377 -0.0238
C 7.05664 -6.64794 -0.99282 0.5291 -0.2415 0.6253
O 6.06826 -6.62273 -2.03788 -0.3099 0.1872 -0.1732
S 4.53094 -6.49279 -1.62295 0.3670 0.0610 -0.5909
C 3.89651 -6.11231 -3.21440 -0.0347 0.0371 -0.2580
O 4.37367 -5.34039 -0.78410 -0.0418 -0.2135 0.2741
O 4.04952 -7.77952 -1.22890 -0.1218 0.1484 0.3067
H 6.21546 -8.20057 0.25502 0.0721 0.0185 0.0508
H 7.96502 -8.03321 0.38595 -0.0160 0.0726 -0.0187
H 7.23650 -8.79773 -1.04278 0.0786 0.0675 -0.0278
H 6.86941 -5.84907 -0.27217 -0.1810 0.0120 -0.1051
H 8.01331 -6.43457 -1.46929 -0.2000 0.0866 -0.2731
H 4.29815 -5.15358 -3.53454 0.0178 -0.0260 0.0306
H 2.81109 -6.05703 -3.13559 0.0206 -0.0295 0.0543
H 4.17826 -6.90272 -3.90629 -0.0140 -0.0063 0.0414
C -2.31877 3.95748 0.27457 -0.0987 0.0401 0.3107
C -1.49467 5.09118 -0.30470 0.1524 -0.8711 -0.0185
O -2.12161 6.36830 -0.08467 0.0296 0.3618 0.1294
S -2.01445 7.02018 1.36777 -0.2474 0.3449 -0.7737
C -2.57145 8.63224 0.92677 -0.0340 0.1004 -0.0262
O -0.63496 7.08818 1.74659 -0.0620 -0.2543 0.2510
O -2.99136 6.41122 2.21995 0.3436 0.0326 0.0405
H -2.34212 4.00507 1.36425 0.0133 -0.0019 -0.0283
H -1.89691 2.99451 -0.01398 0.0274 0.0682 -0.1077
H -3.35130 4.01427 -0.07364 0.0515 -0.0268 -0.0775
H -0.47965 5.08795 0.09671 -0.0592 0.1849 0.0586
H -1.41446 4.96148 -1.38299 -0.0865 0.3429 -0.0039
H -1.85423 9.07838 0.24229 0.0019 -0.0583 0.0092
H -2.63703 9.22097 1.84171 0.0117 -0.0926 0.0428
H -3.55242 8.55172 0.46443 0.0220 -0.0429 0.0273
C 4.17322 -9.07928 5.21511 0.1385 -0.2540 -0.1269
C 5.02738 -7.83544 5.06319 -0.8272 -0.0375 -0.1120
O 6.41561 -8.10188 5.32710 0.3627 0.0074 -0.0907
S 7.27213 -8.83333 4.19496 0.1834 0.3032 0.6477
C 8.86237 -8.52302 4.89017 0.0460 0.0834 0.0888
O 7.14310 -8.09989 2.97201 -0.1522 -0.2128 -0.1013
O 7.01364 -10.23806 4.25114 -0.0592 0.0071 -0.3032
H 4.40192 -9.81063 4.43964 -0.0256 0.0357 0.0041
H 3.11488 -8.82661 5.14050 0.0390 0.0856 0.0280
H 4.35865 -9.55871 6.17719 -0.0460 0.0836 0.0201
H 4.90603 -7.39071 4.07326 0.1990 -0.0516 -0.0137
H 4.71340 -7.08963 5.79268 0.3313 0.0208 0.0588
H 9.04361 -7.45104 4.89142 -0.0397 -0.0221 -0.0048
H 9.59828 -9.02929 4.26826 -0.0987 -0.0285 -0.0482
H 8.88851 -8.92416 5.90056 -0.0369 -0.0106 -0.0344
C -4.33368 5.25106 4.55956 -0.2170 -0.2556 0.0335
C -4.19258 4.45987 5.84447 0.5643 0.4760 -0.4476
O -5.43724 3.85789 6.25112 -0.2349 -0.3587 0.1356
S -5.92370 2.54045 5.49415 -0.1643 0.4506 0.5971
C -7.18903 2.09030 6.63711 -0.0431 0.0189 0.1110
O -4.87772 1.56361 5.54419 0.0293 0.0197 -0.3031
O -6.53517 2.91332 4.25658 0.1519 -0.2438 -0.1418
H -4.53820 4.59488 3.71393 0.0656 0.0420 -0.0047
H -3.42028 5.79914 4.34583 -0.0103 -0.0295 0.0912
H -5.16376 5.95585 4.63038 0.0662 0.0354 0.0578
H -3.41388 3.69930 5.75655 -0.1712 -0.1360 0.0362
H -3.89831 5.13071 6.65131 -0.2590 -0.1649 0.1774
H -6.73110 1.85013 7.59339 0.0191 0.0214 -0.0367
H -7.70166 1.21848 6.23496 0.0758 0.0228 -0.0752
H -7.88502 2.92000 6.73533 0.0381 -0.0017 -0.0370
C -5.87989 12.02007 5.28934 0.1231 -0.2456 -0.1398
C -4.98889 13.23976 5.15159 -0.8206 -0.0210 -0.0845
O -3.60630 12.92311 5.38271 0.3375 -0.0116 -0.1079
S -2.79310 12.19321 4.21756 0.3362 0.3197 0.6571
C -1.18215 12.43551 4.89056 0.0435 0.0588 0.1083
O -2.91486 12.95921 3.01450 -0.2395 -0.2519 -0.1291
O -3.09554 10.79453 4.24680 -0.0921 0.0175 -0.3654
H -5.68883 11.30116 4.49228 -0.0216 0.0315 0.0100
H -6.93085 12.30782 5.24082 0.0407 0.0811 0.0334
H -5.69272 11.51128 6.23572 -0.0430 0.0824 0.0207
H -5.11351 13.71270 4.17525 0.1993 -0.0562 -0.0189
H -5.26566 13.97672 5.90478 0.3297 0.0083 0.0529
H -0.96621 13.50074 4.91271 -0.0434 -0.0203 -0.0109
H -0.47402 11.92031 4.24407 -0.1004 -0.0249 -0.0468
H -1.15152 12.01038 5.89101 -0.0335 -0.0124 -0.0352
```
Positions in Å, forces in eV/Å.

Properties
frontier orbital gap = 0.2872 Eh
SMILES = C#C[Si@](CCCSC(=S)N1CCOCC1)(c1ccccc1)P(O)I.CCOS(C)(=O)=O.CCOS(C)(=O)=O.CCOS(C)(=O)=O.CCOS(C)(=O)=O.CCOS(C)(=O)=O

ORCA calculation (the ωB97M-V functional and the def2-TZVPD basis) on C23H37O2Pr as an isolated structure.

```
63
Properties=species:S:1:pos:R:3:forces:R:3
O 0.73169 0.29217 -6.20919 0.5505 0.1269 -3.0029
C 0.81432 1.42202 -7.16193 0.1953 0.5630 0.5751
C 0.65085 0.56085 -8.38674 0.1332 -0.5308 0.7638
H 1.77885 1.92300 -7.05744 -0.0344 -0.0357 -0.0233
H 0.02392 2.16128 -7.06452 -0.1016 -0.0612 0.4189
C 0.69051 -0.60136 -7.39010 -0.0800 -0.9532 -0.6619
H 1.48305 0.55581 -9.06593 0.1962 0.1201 -0.4326
H -0.30032 0.61351 -8.89130 -0.1898 0.3354 -0.2383
C 1.95196 -1.43386 -7.58446 -0.0540 -0.0239 0.3848
H 2.83316 -0.80298 -7.39598 -0.1535 -0.3001 -0.1334
H 1.96021 -1.78926 -8.63373 0.0976 0.0799 0.5751
H 1.95793 -2.29913 -6.89923 0.1608 0.3306 -0.2831
C -0.54136 -1.48612 -7.46567 -0.2652 -0.4312 0.2000
H -1.47134 -0.97736 -7.17437 0.3414 0.0076 -0.0095
H -0.42682 -2.40022 -6.86528 -0.0894 0.3184 0.0554
H -0.67391 -1.83074 -8.50217 0.1198 0.1634 0.1949
Pr 0.28796 0.02449 -0.98905 0.2144 0.5622 1.5271
C -1.73497 -0.58304 0.77484 -0.5218 0.4689 -0.1296
C -1.65804 0.83084 0.89616 -0.2086 -0.3984 -0.3566
C -2.05365 1.40909 -0.33925 -0.3151 -0.5804 -0.0890
H -1.40318 1.37182 1.80436 0.0426 -0.1993 -0.4364
C -2.43099 0.33944 -1.21541 -0.2627 -0.0565 0.5701
C -2.22393 -0.88937 -0.53225 -0.1729 0.4036 0.1349
H -2.45414 -1.88160 -0.92916 0.1219 0.4215 0.1874
H -1.54969 -1.29561 1.58095 0.0347 0.2882 -0.4079
H -2.13441 2.47859 -0.53760 0.0396 -0.3377 0.0027
H -2.92453 0.43306 -2.18084 0.2965 -0.0835 0.2875
C 1.16827 -1.80424 0.83927 0.3989 -0.3932 -0.6546
C 0.38581 -2.52135 -0.10732 0.7010 -0.2760 -0.1665
C 1.07595 -2.52795 -1.35666 0.0807 -0.1552 0.5071
H -0.54570 -3.03929 0.10287 0.2087 0.2251 -0.0986
C 2.30504 -1.81930 -1.16829 -0.1612 -0.2224 0.3213
C 2.36041 -1.38280 0.18427 -0.3340 -0.5961 -0.3182
H 3.19276 -0.87077 0.65143 -0.2104 0.0324 -0.1599
H 0.92642 -1.65370 1.88836 0.0420 0.0620 -0.3192
H 0.76445 -3.07926 -2.24731 0.1245 0.3148 0.2888
H 3.09777 -1.71529 -1.90502 -0.2118 0.0804 0.1334
O 0.78624 1.45793 -3.27078 -1.3976 0.3927 0.5276
C -0.38931 0.76902 -3.80875 -0.0095 -0.8694 -1.5043
C -1.52516 1.78892 -3.94054 0.3329 0.1442 0.9191
H -0.63198 -0.20355 -3.30419 0.1126 0.9380 0.2415
H -0.04580 0.42645 -4.80851 -0.8968 0.3313 1.1538
C -0.73805 3.03381 -4.32933 0.2878 -0.0922 -0.6693
H -1.98877 1.96496 -2.95511 -0.0214 -0.0957 -0.6000
H -2.28401 1.53739 -4.69704 0.2761 -0.1502 0.3888
C 0.56527 2.89805 -3.52196 0.2537 -0.2741 0.3158
H -1.28748 3.97136 -4.15446 0.3528 -0.3076 0.0943
H -0.54126 2.95024 -5.41231 0.1064 0.3504 0.5320
H 0.47444 3.39128 -2.53977 0.1411 -0.0845 -0.3645
H 1.47187 3.24052 -4.04384 -0.4296 0.0848 0.2028
C 2.43920 0.83598 3.03865 -0.0808 0.0315 0.0654
C 1.15518 1.27848 2.33123 -0.2184 -0.0619 0.0248
C 0.64573 2.55140 3.01907 0.0644 -0.0939 0.2034
C 1.31418 1.46829 0.82886 -0.2413 -0.6043 -0.8818
H 3.20053 1.62117 2.94046 -0.0377 -0.1784 0.0065
H 2.84008 -0.09911 2.63541 -0.0417 0.1517 0.0161
H 2.24483 0.67902 4.11052 0.0951 0.0356 -0.2168
H 0.40811 0.47715 2.48514 0.1654 0.2292 0.2867
H 1.41890 3.32710 2.95632 -0.1356 -0.0393 -0.0117
H -0.26353 2.94369 2.55383 0.1076 -0.0214 -0.0062
H 0.43034 2.36807 4.08136 0.0241 0.0626 -0.1306
H 0.76861 2.34485 0.45335 0.3550 0.4008 0.1503
H 2.35990 1.45437 0.50432 0.1014 0.4501 0.0493
```
Positions in Å, forces in eV/Å.

Properties
frontier orbital gap (spin up / spin down) = 0.2463 / 0.2487 Eh
2S+1 = 3

ORCA calculation (the ωB97M-V functional and the def2-TZVPD basis) on C8H10N2O2 as an isolated structure.

```
22
Properties=species:S:1:pos:R:3:forces:R:3
C -1.05419 -2.95371 1.47020 -0.3157 0.6768 1.9840
C -1.17962 -3.16987 -0.03717 -0.8178 -1.2718 1.2857
C -0.03349 -2.50139 -0.74526 -2.9538 -0.9135 5.0705
C 0.63490 -0.41631 -0.80084 0.5756 -0.2437 1.0870
C 0.19201 0.94348 -0.38894 1.4546 2.8200 -0.5893
C 0.90696 2.04899 -0.82123 3.7327 2.3539 -1.3052
C 0.03378 3.30167 0.77876 2.1688 5.8736 3.8657
C -0.82165 2.35282 1.16042 -0.7662 -2.5594 -0.0029
H -0.37197 -3.94531 1.81480 -2.1947 2.9757 0.2024
H -2.50921 -2.91176 1.75230 4.9352 -0.2842 0.3649
H -0.43399 -1.77937 1.78315 -2.3904 -4.0463 -0.6859
H -1.13819 -4.23226 -0.11791 0.1631 -0.9847 -0.5692
H -2.24559 -2.97173 -0.15318 0.4821 0.8639 -1.7268
H 0.81456 -2.79862 -0.16201 1.1521 -0.7067 -0.8992
H -0.13682 -2.53161 -1.73963 0.6743 -0.4911 -3.7739
H 1.62552 1.91968 -1.82179 -1.8115 0.5454 3.0937
H 0.12113 4.28246 1.54530 -0.5827 -2.3980 -2.1250
H -1.34913 2.79027 2.08411 -0.3169 -2.3340 -1.4707
N 1.02233 3.27100 -0.04063 -0.3161 -4.0948 -4.8348
N -0.67562 1.10707 0.58072 -2.1148 1.3025 3.0373
O -0.31576 -1.20427 -0.29253 1.5161 1.4881 -2.3159
O 1.70633 -0.80852 -1.26513 -2.2739 1.4281 0.3078
```
Positions in Å, forces in eV/Å.

Properties
frontier orbital gap = 0.3510 Eh

ORCA calculation (the ωB97M-V functional and the def2-TZVPD basis) on a 3-piece molecular cluster, C15H38N2O5 overall.

```
60
Properties=species:S:1:pos:R:3:forces:R:3
C 2.22973 1.28273 -1.74117 0.4566 -0.6110 0.1603
C 1.25366 2.43735 -1.79078 -2.2540 -0.8901 0.1583
C -0.22310 2.01665 -1.23898 2.0436 -0.0147 -1.0109
O 1.75763 3.56939 -1.18644 0.3045 1.0593 0.1830
H 1.80958 0.31569 -2.01757 -0.2522 0.0954 -0.2148
H 2.65057 1.10912 -0.75079 -0.1916 0.2474 0.2952
H 3.09369 1.44971 -2.38443 0.0252 0.1835 -0.1858
H 1.10963 2.74179 -2.82744 -0.2059 -0.2265 -0.1843
H -0.39446 1.12456 -1.84139 -0.7267 0.0005 0.0245
H -0.96522 2.79793 -1.40320 0.0634 -0.0154 -0.2215
H -0.28200 1.70029 -0.19756 0.4338 0.1008 0.1090
H 1.90132 3.32765 -0.26856 0.3246 -0.0124 0.8886
C 2.04275 1.46271 5.46819 -0.5329 -1.2916 -1.2965
O 2.18895 2.17216 4.27402 -0.0975 2.7478 -1.1882
C 1.08501 2.24096 3.34934 -0.2286 0.1931 -0.0269
C 1.13119 3.40590 2.34763 1.4810 0.4682 1.0844
N 2.41826 3.38966 1.66392 -1.2489 0.2626 -0.4072
C 3.08591 4.67030 1.33453 1.2728 -3.5081 -0.8788
C 4.39008 4.08116 0.61915 1.0820 1.5135 0.1832
O 5.23653 3.51758 1.63507 -1.2434 -0.0007 0.5219
C 6.52614 3.17666 1.21852 -0.6958 -0.1325 -0.7244
H 2.10488 0.46305 5.03817 0.0635 -0.9330 1.3383
H 1.07529 1.56854 5.95903 -0.1918 0.2952 0.0055
H 2.84368 1.68642 6.17287 0.0749 0.0841 -0.3062
H 0.13393 2.36594 3.86695 -0.0972 -0.4931 0.2528
H 1.08807 1.36520 2.70040 -0.1926 -0.5982 0.3351
H 1.02720 4.35517 2.87314 -0.0735 0.2096 0.2999
H 0.28777 3.35973 1.65872 -0.1576 -0.3814 -0.0620
H 2.97579 2.62610 2.01923 0.5941 0.6085 0.0152
H 3.37070 5.26265 2.20408 0.1146 0.0860 0.0718
H 2.41351 5.21514 0.67187 0.3545 0.1483 -0.1515
H 4.96190 4.82661 0.06649 0.2395 1.1504 0.5207
H 4.34745 3.41192 -0.24016 -1.4046 -0.8452 0.4218
H 6.96049 4.09672 0.82746 0.8773 -0.0730 0.1652
H 6.49848 2.44158 0.41415 -0.0879 -0.0831 -0.4410
H 7.04947 2.65211 2.01794 0.0872 0.6530 0.2443
C -6.61614 -6.74324 -0.09637 0.6237 0.0044 -0.2064
O -5.59396 -6.25774 -0.96275 -0.4165 0.3014 0.1577
C -4.23366 -6.23384 -0.53828 0.8597 0.4295 -2.1652
C -3.40713 -5.78999 -1.83647 -1.1394 1.2089 0.3177
N -3.25487 -4.34550 -1.89669 1.6686 1.8801 0.4659
C -2.11437 -3.72038 -2.68773 -1.5437 -0.2159 0.7211
C -1.93757 -2.20546 -2.45207 -1.8469 -0.2760 0.5805
O -3.11572 -1.50711 -2.93295 -0.1098 -1.3087 0.3654
C -3.26414 -0.16022 -2.55566 0.3162 0.5451 -1.6540
H -7.60989 -6.50643 -0.47649 0.2296 -0.1100 -0.7858
H -6.67466 -6.26046 0.87913 0.7489 -0.1376 0.3663
H -6.47593 -7.82337 -0.05462 -0.3548 -0.1367 0.5658
H -3.75421 -7.18884 -0.32333 -0.8005 -0.5965 0.5443
H -4.06264 -5.52822 0.27471 -0.0241 0.0390 0.0107
H -3.99282 -5.98047 -2.73580 -0.1743 -1.3294 0.0880
H -2.45243 -6.31318 -1.89038 0.0602 0.2043 0.1157
H -4.12026 -3.88755 -2.14464 0.0057 -0.0914 -0.0402
H -2.31805 -3.85145 -3.75048 0.4567 -0.2682 -0.3059
H -1.21509 -4.22551 -2.33526 0.1543 0.0117 -0.3884
H -1.04181 -1.83100 -2.94754 0.1492 0.0136 0.1447
H -1.96299 -2.05391 -1.37296 0.7410 0.1435 0.1412
H -2.90869 0.16720 -1.57865 0.0742 -0.4301 0.1001
H -4.28617 0.17118 -2.73931 -0.4049 -0.5435 0.5487
H -2.77133 0.38875 -3.35808 0.7165 0.6654 0.3330
```
Positions in Å, forces in eV/Å.

Properties
frontier orbital gap (spin up / spin down) = 0.0560 / 0.3160 Eh
charge = -1
2S+1 = 2

ORCA calculation (the ωB97M-V functional and the def2-TZVPD basis) on a single C2H4S3 molecule.

```
9
Properties=species:S:1:pos:R:3:forces:R:3
C 0.97070 -0.28418 -0.16402 -0.2739 1.5960 5.4711
S -0.44106 -1.30846 0.21098 -0.1413 -0.8120 -0.4810
C -1.65246 -0.18484 -0.03740 -0.6464 4.8984 0.7787
S -1.25007 1.67347 0.04330 -1.6225 -3.5781 -0.4171
S -3.38010 -0.57401 -0.08092 1.4102 -0.1268 -0.0525
H 1.51096 -0.69367 -0.89384 2.2342 -1.7878 -2.8261
H 1.61070 -0.15813 0.85139 -1.4056 -0.2098 -2.5022
H 0.51940 0.67142 -0.43096 0.5691 0.0522 -0.0210
H -3.67343 0.73068 -0.18909 -0.1237 -0.0321 0.0501
```
Positions in Å, forces in eV/Å.

Properties
frontier orbital gap = 0.2847 Eh
SMILES = CSC(=S)S

Calculated total energy / eV: -170543.5049, -42611.6483, -15526.6166, -29382.8001, -34642.6465